# 1
This record from OMol25 describes a structure of composition C26H16BBr2F2N4NiO3. The level of theory is ωB97M-V with the def2-TZVPD basis set.

```
55
Properties=species:S:1:pos:R:3:forces:R:3
Ni 0.053772 0.110158 -0.776860 -0.03 -0.37 -0.01
O -5.170577 -1.626846 3.197122 0.01 -0.02 0.02
C -5.224638 -0.643543 2.438861 0.02 0.01 -0.10
O -6.114795 0.203852 2.250569 0.01 0.02 0.02
C -3.963725 -0.450058 1.551938 0.03 0.06 -0.04
C -3.847145 0.628754 0.688306 0.01 -0.11 0.09
C -2.721973 0.756710 -0.108925 0.15 0.07 -0.19
N -1.685168 -0.109338 -0.048067 -0.28 0.14 0.01
C -1.824646 -1.188873 0.750128 -0.03 -0.02 0.07
C -2.939559 -1.382956 1.550020 0.01 0.05 0.00
C -0.717092 -2.169549 0.667746 0.06 -0.09 -0.05
C -0.568791 -3.229238 1.557956 0.00 0.00 -0.03
C 0.492930 -4.098642 1.385171 0.02 0.00 -0.02
C 1.377882 -3.895712 0.335430 -0.02 -0.01 0.01
C 1.168142 -2.810757 -0.497484 0.01 0.05 -0.03
N 0.150191 -1.971099 -0.335678 -0.09 0.21 0.17
C -2.701997 1.731318 -1.234775 0.08 -0.33 -0.05
C -3.868723 1.997279 -1.935743 0.05 0.07 -0.12
C -3.797668 2.664284 -3.147996 0.03 0.01 -0.01
C -2.559033 3.039825 -3.651801 -0.01 -0.04 0.16
C -1.438060 2.795760 -2.882685 -0.10 0.18 -0.08
N -1.523897 2.184678 -1.701560 -0.19 -0.03 0.34
H -4.660497 1.341416 0.661473 0.00 0.00 -0.01
H -3.064580 -2.249416 2.185007 0.02 -0.01 -0.01
H -1.262737 -3.361262 2.375009 -0.01 0.01 0.00
H 0.632579 -4.926131 2.068884 0.00 0.00 0.00
H 2.220594 -4.553123 0.173453 0.00 0.01 -0.01
H 1.837183 -2.581728 -1.319613 0.01 0.00 0.00
H -4.807725 1.627097 -1.552548 -0.02 0.00 -0.02
H -4.701374 2.857972 -3.710957 0.00 0.00 0.00
H -2.456086 3.531214 -4.608082 -0.02 0.00 -0.01
H -0.440714 3.096927 -3.168757 0.00 0.00 0.01
C 0.703623 0.480326 2.694023 -0.04 0.02 0.00
C 1.951612 0.390060 1.868679 -0.04 0.00 -0.04
C 3.222135 0.366455 2.489876 0.04 0.01 -0.03
C 4.349366 0.280338 1.730046 -0.02 0.01 0.01
C 4.244801 0.219270 0.321051 0.00 -0.01 -0.02
C 5.336721 0.134807 -0.573150 0.00 0.00 -0.02
Br 7.122944 0.093284 0.086771 0.01 0.00 -0.01
C 5.127716 0.078519 -1.923328 0.03 0.00 0.02
C 3.833814 0.101787 -2.447165 -0.06 0.00 0.03
Br 3.609903 0.007319 -4.326785 0.00 0.00 0.00
C 2.684494 0.182517 -1.650605 0.08 0.02 0.00
O 1.497087 0.188649 -2.105704 -0.05 -0.11 0.08
C 2.940766 0.243348 -0.217454 0.06 0.03 -0.03
N 1.836218 0.324277 0.563752 0.11 -0.03 0.06
H 0.800911 1.255832 3.455108 0.01 -0.01 0.01
H 0.512521 -0.465063 3.208315 -0.01 -0.02 0.00
H -0.144774 0.725357 2.060120 0.00 0.00 0.01
H 3.283826 0.420627 3.569394 0.00 0.00 0.01
H 5.328595 0.263703 2.189326 0.00 0.00 0.01
H 5.967307 0.013125 -2.601723 0.01 0.00 0.01
F -0.621188 2.520591 0.494115 -0.02 -0.05 0.16
B -0.212670 2.010108 -0.745573 0.06 0.30 -0.29
F 0.752196 2.845789 -1.294630 0.14 -0.04 -0.06
```
Forces are in eV/Å.

Output
total energy = -8326.35610 Ha
Kohn-Sham gap (spin up / spin down) = 6.2 / 6.2 eV
ΔE to the lowest compared entry with this formula, charge and spin = 0.0 kJ/mol
charge = -1
lowest unoccupied orbital energy (spin up / spin down) = 1.78 / 1.78 eV

Here are the natural (NBO) charges for atoms 1 to 5, given in e: atom 1 (Ni): 0.660, atom 2 (O): -0.744, atom 3 (C): 0.736, atom 4 (O): -0.744, atom 5 (C): -0.066

---

# 2
This record from OMol25 describes a structure of composition C26H17AsF11IrN7. The level of theory is ωB97M-V with the def2-TZVPD basis set.

```
63
Properties=species:S:1:pos:R:3:forces:R:3
Ir 0.164009 0.479984 -0.092790 0.53 -0.41 0.09
C -1.373565 1.328576 -4.058139 0.00 -0.07 -0.05
C -0.519345 1.330685 -2.962328 -0.05 -0.06 -0.04
N -0.757617 0.528501 -1.931468 -0.79 0.62 0.34
C -1.825029 -0.312007 -1.992832 0.14 -0.22 0.02
C -2.666945 -0.255506 -3.088051 0.05 -0.08 -0.06
N -2.451833 0.560592 -4.114903 0.02 0.02 0.02
C -1.987868 -1.255723 -0.850413 0.00 0.12 -0.10
C -3.019710 -2.147405 -0.640086 -0.07 0.00 0.05
C -3.079157 -2.862684 0.562666 0.02 0.03 -0.04
C -2.085908 -2.633545 1.516572 -0.01 0.01 0.02
C -1.058408 -1.753234 1.237323 0.20 0.00 0.07
N -1.018249 -1.136782 0.057974 -0.10 -0.15 -0.25
C 0.045918 -1.328955 2.140550 -0.01 -0.11 -0.15
C 0.334463 -1.909010 3.360101 0.02 -0.04 0.03
N 1.346930 -1.503482 4.120320 0.00 0.05 -0.05
C 2.083135 -0.502458 3.660316 -0.03 -0.06 0.05
C 1.828490 0.108930 2.438592 -0.04 0.07 0.09
N 0.817360 -0.308582 1.696267 -0.36 0.32 0.22
C -4.199789 -3.808476 0.835971 0.04 0.01 -0.01
C -5.235238 -4.002280 -0.073596 0.00 0.00 0.00
C -6.251217 -4.895208 0.226524 -0.03 -0.02 0.00
N -6.310636 -5.599787 1.351943 0.04 0.03 -0.01
C -5.323236 -5.413242 2.222280 -0.03 -0.02 0.01
C -4.263283 -4.545338 2.014876 0.00 0.00 -0.01
H -1.182497 1.980980 -4.900116 0.01 0.01 0.01
H 0.350361 1.966605 -2.897518 -0.04 0.09 0.05
H -3.543786 -0.888084 -3.142483 0.01 0.00 -0.01
H -3.785179 -2.259362 -1.391177 -0.02 0.01 0.03
H -2.128349 -3.096974 2.488868 -0.01 0.00 -0.01
H -0.264948 -2.726694 3.739822 0.00 0.00 0.00
H 2.898994 -0.159661 4.283077 0.01 0.00 -0.02
H 2.399266 0.942450 2.051295 -0.03 0.03 -0.03
H -5.281675 -3.474538 -1.014480 -0.01 0.00 0.00
H -7.060181 -5.049290 -0.478332 0.00 0.00 0.00
H -5.377983 -5.988557 3.139205 0.00 0.00 0.00
H -3.509726 -4.465469 2.783803 0.00 -0.01 0.00
F 2.212340 0.661907 -2.024935 -0.01 -0.06 -0.14
C 1.794047 -0.177929 -1.028999 0.07 -0.36 -0.08
F 2.851129 -0.298126 -0.169797 0.14 0.06 -0.01
C 1.706078 -1.576795 -1.692354 0.24 -0.03 0.03
F 1.331404 -2.501395 -0.793036 0.02 -0.02 0.02
F 0.815182 -1.604455 -2.697471 -0.07 0.03 0.03
F 2.884200 -1.953643 -2.193475 -0.06 0.02 0.00
N 1.170974 2.175472 0.076414 0.58 0.01 0.09
C 0.731109 3.358473 -0.364203 -0.29 0.12 -0.01
C -0.617176 3.640593 -0.739056 0.05 -0.13 -0.04
C -0.983643 4.879333 -1.217410 0.06 0.04 0.00
C -0.035386 5.895484 -1.335837 -0.03 -0.01 0.02
C 1.282269 5.663600 -0.942625 0.01 0.02 -0.02
C 1.659854 4.432069 -0.454981 -0.01 -0.01 0.04
H -1.364109 2.870203 -0.589641 -0.03 0.07 -0.03
H -2.014206 5.071326 -1.489621 -0.01 -0.01 0.04
H -0.327932 6.869015 -1.706669 0.00 0.00 -0.01
H 2.011088 6.461180 -1.013858 0.01 0.00 0.00
H 2.675829 4.235181 -0.138582 0.01 0.00 -0.01
F -1.579369 1.192745 1.128151 -0.09 0.13 -0.34
As -2.256868 1.718546 2.743108 -0.08 -0.04 0.30
F -0.694432 1.396225 3.424145 0.03 -0.01 -0.05
F -1.766158 3.314306 2.359002 -0.01 0.01 -0.03
F -2.908059 2.159028 4.260704 0.01 0.00 -0.04
F -3.754528 1.940102 1.927669 0.01 0.00 -0.04
F -2.649626 0.036273 2.984229 0.01 0.01 -0.03
```
Forces are in eV/Å.

Output
total energy = -4823.07724 Ha
spin multiplicity = 2
Kohn-Sham gap (spin up / spin down) = 5.4 / 6.1 eV
ΔE to the lowest compared entry with this formula, charge and spin = 0.0 kJ/mol
lowest unoccupied orbital energy (spin up / spin down) = -1.87 / -1.97 eV

Here are the natural (NBO) charges for atoms 1 to 5, given in e: atom 1 (Ir): 0.982, atom 2 (C): 0.017, atom 3 (C): 0.060, atom 4 (N): -0.381, atom 5 (C): 0.127

---

# 3
This record from OMol25 describes a structure of composition C26H17BaF5N8O3S2Te. The level of theory is ωB97M-V with the def2-TZVPD basis set.

```
63
Properties=species:S:1:pos:R:3:forces:R:3
Ba 0.646544 -0.329466 0.437609 0.37 0.16 0.16
O -5.300771 4.058814 0.134234 0.03 0.01 1.53
C -5.030248 3.593991 1.285413 -1.66 1.21 0.10
O -5.265009 4.027582 2.460912 0.35 -0.56 -1.93
C -4.273662 2.308202 1.178522 1.10 -1.53 -0.69
C -4.038996 1.662035 -0.065061 0.97 -0.21 0.91
C -2.905316 0.844189 -0.219326 0.01 0.85 1.34
N -2.098651 0.493024 0.825120 -0.80 0.37 -0.43
C -2.490518 0.897786 2.038672 -0.04 1.07 -1.19
C -3.567874 1.800172 2.252681 0.31 -1.23 -0.64
C -1.662712 0.563706 3.197336 -0.31 0.72 0.94
C -1.821261 1.399608 4.317209 0.42 -0.88 0.02
C -1.412062 0.921693 5.551113 0.09 0.29 -0.26
C -0.874016 -0.350178 5.621786 -0.14 -0.82 0.36
C -0.739896 -1.061661 4.437636 1.62 -0.27 0.04
N -0.955648 -0.564667 3.229159 -1.30 -0.37 -0.34
C -2.462765 0.527300 -1.581573 0.74 -0.08 -0.71
C -2.985661 1.223347 -2.685309 -0.15 -0.56 -0.16
C -2.828668 0.647035 -3.954765 0.77 -0.83 0.83
C -2.033023 -0.511292 -4.070548 -0.12 0.54 1.12
C -1.330754 -0.952195 -2.925495 -0.66 0.81 -1.27
N -1.502232 -0.420839 -1.736709 -0.92 0.10 0.83
H -4.662213 1.792591 -0.926865 -0.25 0.60 0.03
H -3.883868 2.012861 3.256952 0.00 0.55 -0.05
H -2.275421 2.361472 4.162105 0.12 0.12 0.36
H -1.547808 1.529783 6.427614 0.12 0.14 0.25
H -0.554560 -0.841967 6.555773 -0.35 0.47 -0.50
H -0.327628 -2.071180 4.423347 0.11 0.22 0.25
H -3.543947 2.154469 -2.524991 0.22 -0.59 -0.22
H -3.343539 1.065231 -4.801008 0.03 0.14 -0.26
H -1.916254 -1.083128 -4.970026 -0.04 0.10 -0.45
H -0.621209 -1.752611 -3.004539 0.36 -0.28 -0.02
S 0.125364 -4.087104 -0.566747 0.05 -1.13 0.85
C 0.753812 -5.117178 0.675398 -0.40 2.07 -1.43
C 0.072814 -6.288251 1.015274 -2.60 -3.08 0.51
N -0.619445 -7.204281 1.267491 1.75 1.90 -0.48
C 1.865782 -4.734382 1.422825 0.41 1.46 -0.59
S 2.598490 -3.229324 1.256758 0.29 0.01 0.44
C 2.503543 -5.633698 2.296913 1.78 -2.20 1.91
N 3.127831 -6.357988 2.973122 -1.34 1.33 -1.21
N 0.313587 3.003415 -1.104314 0.85 -1.61 -1.64
C 0.632231 2.348902 -2.037700 -1.61 2.21 1.54
H 0.459975 2.918709 -0.018972 -0.20 -0.16 0.64
N 4.853953 -0.768765 -5.511871 1.16 -0.94 -0.71
C 4.107472 -0.744791 -4.373018 -0.71 0.51 1.34
C 4.221198 -1.776133 -3.401211 -0.28 0.35 -1.08
C 3.303825 -1.768651 -2.374126 -0.82 0.46 0.55
N 2.436109 -0.765895 -2.152812 0.35 0.67 -0.15
C 2.468061 0.317763 -2.987595 -0.95 -1.12 0.37
C 3.194730 0.336360 -4.153196 0.97 -1.07 0.03
H 5.654904 -1.403529 -5.502878 -0.52 0.37 0.01
H 5.084775 0.113877 -5.914157 -0.01 0.43 -0.17
H 4.906747 -2.628288 -3.527911 -0.31 0.56 -0.02
H 3.201148 -2.601973 -1.675758 0.25 0.13 -0.15
H 1.727911 1.118082 -2.751407 1.08 -0.87 -0.41
H 3.058103 1.144592 -4.878305 0.25 -0.29 0.25
F 2.079995 1.797435 3.582508 -0.59 -0.47 0.83
Te 2.412399 2.664557 1.911646 -0.50 -0.96 0.41
F 4.132746 2.768826 2.656026 2.09 0.37 0.72
F 3.195534 3.309225 0.268084 0.38 0.66 -1.35
F 3.074074 0.718429 1.282717 -0.81 0.10 -0.12
F 1.977611 4.396893 2.700678 -0.09 0.19 -0.01
O 0.684367 2.207458 1.295557 -0.88 -0.17 -0.86
```
Forces are in eV/Å.

Output
total energy = -3254.14421 Ha
Kohn-Sham gap (spin up / spin down) = 7.6 / 3.6 eV
ΔE to the lowest compared entry with this formula, charge and spin = 43.3 kJ/mol
charge = -2
lowest unoccupied orbital energy (spin up / spin down) = 3.57 / 1.88 eV

Here are the natural (NBO) charges for atoms 1 to 5, given in e: atom 1 (Ba): 1.831, atom 2 (O): -0.744, atom 3 (C): 0.714, atom 4 (O): -0.748, atom 5 (C): -0.035